Here is H3NOS in the gas phase from OMol25. Energies are from the ωB97M-V functional and the def2-TZVPD basis.

highest occupied orbital energy: -8.919 eV
total energy: -529.8809 hartree
structure (SMILES): NSO
LUMO: -0.18 eV
relative energy (zero: lowest compared OMol25 entry of this formula, charge and spin): 1.685 eV
net charge: 0

Bonds (Å) are listed after each position.
CARTESIAN COORDINATES (ANGSTROEM)
1 N -1.1900 0.1135 0.0958  S2 2.191, H4 0.974, H5 0.984
2 S 0.9088 0.7381 0.1749  N1 2.191, O3 1.572
3 O 1.5199 -0.7076 0.0825  S2 1.572, H6 0.986
4 H -1.4102 0.6648 -0.6757  N1 0.974
5 H -1.2355 0.5385 0.9822  N1 0.984
6 H 1.4069 -1.3474 -0.6598  O3 0.986

---

Here is 15 unconnected molecules or ions with the total composition C4H36O15 from OMol25. Energies are from the ωB97M-V functional and the def2-TZVPD basis.

highest occupied orbital energy: -8.894 eV
total energy: -1302.6471 hartree
LUMO: 0.03 eV
relative energy (zero: lowest compared OMol25 entry of this formula, charge and spin): 0.000 eV
net charge: 0

Bonds (Å) are listed after each position.
CARTESIAN COORDINATES (ANGSTROEM)
1 C 1.8895 -0.4418 -0.1186  C2 1.478, H6 1.077, H7 1.122, H8 1.084
2 C 0.4376 -0.5698 -0.3610  C1 1.478, C3 1.347, H9 1.079
3 C -0.0786 -1.0661 -1.5020  C2 1.347, O4 1.380, C5 1.469
4 O 0.8146 -1.5147 -2.4543  C3 1.380, H10 1.027
5 C -1.4924 -1.2283 -1.8666  C3 1.469, H11 1.092, H12 1.077, H13 1.087
6 H 2.4683 -1.1045 -0.7397  C1 1.077
7 H 2.1698 -0.6697 0.9432  C1 1.122
8 H 2.1829 0.5888 -0.2811  C1 1.084
9 H -0.2080 -0.2298 0.4332  C2 1.079
10 H 0.4499 -1.4324 -3.4109  O4 1.027
11 H -1.7212 -0.7424 -2.8174  C5 1.092
12 H -2.1762 -0.8689 -1.1166  C5 1.077
13 H -1.7604 -2.2687 -2.0333  C5 1.087
14 H -0.5245 0.7499 -3.6669  O16 1.022
15 H -0.4460 0.3360 -5.1737  O16 0.912
16 O -0.0605 0.1648 -4.3645  H14 1.022, H15 0.912
17 H -1.4822 -3.2274 0.4181  O19 0.985
18 H -2.8872 -3.7559 0.7934  O19 0.953
19 O -2.4385 -3.1720 0.1889  H17 0.985, H18 0.953
20 H -0.0587 2.3305 3.6304  O22 1.025
21 H 0.2786 3.1513 2.3154  O22 0.986
22 O 0.5586 3.0579 3.2567  H20 1.025, H21 0.986
23 H -0.3900 2.2776 -2.2920  O25 0.999
24 H -1.5880 1.5505 -1.7348  O25 0.979
25 O -1.2199 1.8167 -2.6021  H23 0.999, H24 0.979
26 H 1.8556 1.6531 1.4036  O28 0.996
27 H 1.9452 2.1948 2.7794  O28 0.996
28 O 2.3949 1.4983 2.2271  H26 0.996, H27 0.996
29 H 0.0185 -2.3214 1.7042  O31 0.930
30 H 0.2899 -1.3307 2.8299  O31 0.987
31 O -0.4232 -1.8020 2.3370  H29 0.930, H30 0.987
32 H 0.5545 2.6582 -0.1442  O34 0.924
33 H -0.7410 2.0893 0.4733  O34 0.981
34 O 0.0694 2.6157 0.6414  H32 0.924, H33 0.981
35 H -2.9215 1.8746 0.0328  O37 0.904
36 H -2.3564 0.5532 0.4313  O37 1.017
37 O -2.1831 1.3809 -0.1333  H35 0.904, H36 1.017
38 H 0.6674 -4.3342 0.2562  O40 0.952
39 H 0.8719 -2.9020 -0.3800  O40 0.982
40 O 0.6136 -3.3994 0.4264  H38 0.952, H39 0.982
41 H 1.6372 0.6418 -3.9102  O43 1.018
42 H 2.0228 -0.1200 -2.6059  O43 0.962
43 O 2.2603 0.6670 -3.1057  H41 1.018, H42 0.962
44 H 1.8487 0.2230 3.0945  O46 1.002
45 H 2.2068 -1.2629 3.5501  O46 0.960
46 O 1.5497 -0.5685 3.6320  H44 1.002, H45 0.960
47 H -2.7787 -1.5788 0.8088  O49 0.964
48 H -1.8784 -0.9775 1.8411  O49 0.975
49 O -2.6864 -0.7759 1.3345  H47 0.964, H48 0.975
50 H 1.6409 1.9718 -2.2394  O52 0.986
51 H 1.6392 3.4918 -2.1299  O52 0.956
52 O 1.1830 2.7224 -1.7939  H50 0.986, H51 0.956
53 H -1.3019 0.3935 3.2120  O55 0.988
54 H 0.0232 0.2294 4.0585  O55 0.952
55 O -0.7397 0.7833 3.9247  H53 0.988, H54 0.952

---

> The lowest total energy belongs to which entry?

C4H36O15